DFT (ωB97M-V/def2-TZVPD) results for a 2-piece molecular cluster, C5H14NO2 overall at a distorted geometry.

Properties
**Net charge**: -1
**Multiplicity**: 1
**Calculated total energy**: -404.109567 a.u.
**Energy relative to the best compared isomer or geometry (same formula, charge and spin)**: 28.2 kcal/mol

```
22
Properties=species:S:1:pos:R:3:forces:R:3:mulliken_charge:R:1
C -2.12437 0.00734 1.38875 1.15 0.84 -0.89 -0.75
N -1.95388 -0.22322 -0.06379 0.98 0.07 -0.50 -0.53
C 0.59204 1.02102 -2.26617 2.09 -0.11 0.76 -1.34
C 0.34987 0.94681 -0.73874 -1.68 -0.01 -1.79 -0.39
C -0.47420 -0.35111 -0.57507 -1.30 -1.27 2.72 0.27
C 0.34239 -1.28678 0.38282 0.67 0.84 0.16 -0.94
O 0.64066 -0.63088 1.54020 0.11 -0.13 0.65 -0.79
H -1.62712 -0.75770 2.00083 0.57 0.82 0.04 0.25
H -3.14450 -0.05693 1.70645 -1.13 0.20 -0.42 0.37
H -1.79916 1.08130 1.47410 0.06 -1.24 0.96 0.19
H -2.40218 -1.10682 -0.25683 0.17 -0.26 -0.33 0.29
H 0.89370 0.02192 -2.60236 0.31 0.30 -0.17 0.36
H -0.28463 1.26416 -2.81811 -0.94 0.31 -0.22 0.32
H 1.38118 1.75450 -2.51864 -0.25 -0.32 -0.06 0.34
H 1.17987 0.96801 -0.06430 0.97 -0.61 -0.15 0.37
H -0.10965 1.90447 -0.50727 -0.99 -0.16 0.35 0.25
H -0.55618 -0.97619 -1.46971 -0.24 0.72 -0.48 0.23
H -0.16537 -2.25845 0.56532 -0.36 0.12 -0.26 0.32
H 1.30046 -1.55138 -0.13099 -0.29 -0.09 -0.33 0.39
H 2.97702 0.67450 2.01107 0.43 -0.03 -0.14 0.23
H 1.94989 -0.36167 1.52953 0.27 -0.26 -0.40 0.38
O 3.03415 -0.08290 1.41288 -0.60 0.29 0.51 -0.83
```
Forces are in eV/Å.